Entry 1:
C30H29AsF3MnN3O2S3 | ωB97M-V with the def2-TZVPD basis set

The geometry in XYZ format:
```
72
Properties=species:S:1:pos:R:3:lowdin_charge:R:1
Mn 0.01727 -1.13341 0.06839 0.637
F 0.27704 -1.00872 5.30160 0.131
C 0.35054 -2.32737 5.02349 -0.586
F -0.92397 -2.75482 5.02905 0.132
F 0.99090 -2.93807 6.02729 0.159
C 0.99539 -2.52309 3.66005 -0.103
C 2.05633 -3.39823 3.51861 0.035
C 2.66208 -3.63208 2.28411 -0.042
C 2.20837 -2.94199 1.22228 -0.140
N 1.22733 -2.05286 1.37018 -0.104
C 0.53227 -1.86466 2.52647 -0.653
S -0.85823 -0.83586 2.34692 0.738
H 2.36588 -3.96319 4.36113 0.122
H 3.40949 -4.39544 2.19597 0.117
H 2.54699 -3.16471 0.21731 0.130
O -1.12653 -0.34008 -1.13582 -0.244
C -0.95654 -0.24162 -2.42001 -0.390
C -2.01269 -0.46671 -3.28582 -0.007
C -1.90678 -0.31733 -4.65122 -0.073
C -0.73525 0.14008 -5.22869 -0.078
C 0.35996 0.37407 -4.39826 -0.025
C 0.27047 0.11952 -3.02247 -0.095
C 1.40075 0.29115 -2.12070 -0.230
N 1.64759 -0.47509 -1.01907 0.025
C 2.82882 0.01010 -0.46787 -0.104
C 3.30929 1.01649 -1.24723 -0.065
N 2.42831 1.16474 -2.26561 0.143
H -2.98609 -0.75885 -2.86937 0.132
H -2.77256 -0.52202 -5.26888 0.112
H -0.64123 0.28353 -6.31717 0.116
H 1.25982 0.75513 -4.82845 0.106
H 3.26668 -0.46240 0.40753 0.109
H 4.22170 1.62348 -1.19088 0.137
H 2.43783 1.94781 -2.89228 0.134
C -3.07152 -5.70298 -0.45439 -0.256
As -1.68690 -4.70914 0.47803 0.731
C -2.61500 -3.96596 2.06054 -0.207
C -0.47574 -6.09294 1.07261 -0.245
S -0.74793 -3.38576 -0.86617 0.256
H -3.45911 -6.39615 0.31316 0.044
H -2.69134 -6.26718 -1.32450 0.053
H -3.91099 -5.05019 -0.71856 0.045
H -3.08652 -4.83054 2.53741 0.049
H -3.26352 -3.18899 1.73542 0.030
H -1.87439 -3.55109 2.72901 -0.015
H -0.95219 -6.63520 1.90716 0.050
H 0.39659 -5.60496 1.51487 0.017
H -0.22459 -6.76268 0.23359 0.055
O 0.40610 1.77174 0.56209 -0.523
S -0.46111 2.66162 -0.26670 1.010
C 0.70121 3.66459 -1.20844 -0.377
C 0.62391 3.73859 -2.59275 -0.096
C 1.65256 4.39362 -3.30021 -0.091
C 2.70693 4.95034 -2.60996 -0.087
C 2.73137 4.91506 -1.21623 -0.063
C 1.73164 4.27844 -0.48452 -0.050
C -1.12464 3.87883 0.80904 -0.399
C -1.68945 5.02844 0.28993 -0.077
C -2.40399 5.85516 1.14383 -0.074
C -2.48555 5.55126 2.48401 -0.087
C -1.88010 4.43112 3.02098 -0.054
C -1.17096 3.57414 2.16946 -0.052
H -0.26759 3.39914 -3.11308 0.117
H 1.66397 4.51773 -4.39591 0.120
H 3.55927 5.41512 -3.14539 0.122
H 3.51828 5.41437 -0.64789 0.115
H 1.76091 4.21764 0.57097 0.111
H -1.53582 5.28124 -0.76111 0.118
H -2.87321 6.77393 0.74424 0.123
H -3.01726 6.24059 3.12825 0.110
H -1.96442 4.24845 4.07922 0.108
H -0.67014 2.73509 2.59144 0.093
```

2S+1 = 5
HOMO level (alpha / beta) = -10.5 / -10.6 eV
Expectation value of S² = 6.071
Gap between HOMO and LUMO (alpha / beta) = 6.60 / 7.63 eV
Total charge = +1

***

Entry 2:
C3H6N3O2 | ωB97M-V with the def2-TZVPD basis set

The geometry in XYZ format:
```
14
Properties=species:S:1:pos:R:3:lowdin_charge:R:1
C -0.45402 0.66254 1.12066 -0.122
C 0.85533 0.66051 0.46751 -0.653
C -0.83683 -0.68592 -1.35516 -0.224
N -1.47714 -0.10405 0.83117 -0.120
N 1.29707 -0.55779 0.10338 -0.073
N -1.74862 -0.83779 -0.28344 -0.060
O 2.65929 -0.54934 -0.04886 -0.073
O 1.53664 1.69325 0.42745 -0.095
H -0.55668 1.24093 1.96892 0.067
H -1.43672 -1.08132 -2.26723 0.070
H -0.61661 0.46162 -1.52421 0.110
H 0.15583 -1.16169 -1.17287 0.046
H -2.18317 -0.07845 1.60661 0.135
H 2.80563 0.33750 0.12607 -0.007
```

2S+1 = 3
HOMO level (alpha / beta) = -0.9 / -2.6 eV
Expectation value of S² = 2.030
Gap between HOMO and LUMO (alpha / beta) = 5.14 / 6.09 eV
Total charge = -1

***

Entry 3:
C3H7N2O3 | ωB97M-V with the def2-TZVPD basis set

The geometry in XYZ format:
```
15
Properties=species:S:1:pos:R:3:lowdin_charge:R:1
N 2.80528 -0.88755 1.50155 0.083
C 1.55544 -0.49596 0.90272 -0.769
O 1.01728 -1.30724 0.10790 -0.078
O 1.16410 0.70229 1.14040 -0.111
H 2.97926 -0.42007 2.36707 0.047
H 3.00261 -1.88958 1.48407 0.067
C -2.13752 1.40867 -0.14884 -0.406
N -1.02881 0.67196 -0.45800 -0.037
C -1.00153 -0.30836 -1.56880 -0.116
O -3.27168 1.36314 -0.64962 -0.086
H -1.91057 2.06068 0.69880 0.108
H -0.11754 0.65168 0.20750 0.092
H -1.86381 -0.08778 -2.23124 0.065
H -1.11845 -1.29777 -1.16142 0.055
H -0.07406 -0.16411 -2.19208 0.086
```

HOMO level = -5.1 eV
Gap between HOMO and LUMO = 9.13 eV
Total charge = -1

***

Entry 4:
C3H9N5O | ωB97M-V with the def2-TZVPD basis set

The geometry in XYZ format:
```
18
Properties=species:S:1:pos:R:3:lowdin_charge:R:1
C -1.89484 0.84878 0.79959 -0.152
N 0.20728 -0.98659 -0.88872 -0.167
C 1.04758 0.61525 0.45445 -0.001
C 0.10580 -0.46982 1.03837 -0.552
N -0.37072 -0.17090 -1.83171 -0.011
N 0.79603 -1.49470 1.66454 0.112
O 1.58315 -1.32234 -1.22182 -0.100
N -1.02541 -0.05953 1.48005 0.033
N 0.92623 1.67427 -0.12312 0.162
H 1.99062 -0.53118 -1.61922 0.068
H 0.03484 0.77846 -1.85463 0.051
H -0.31458 -0.59630 -2.75264 0.087
H 1.56409 -1.84989 1.11037 0.077
H 0.16612 -2.22450 1.96868 0.099
H 1.56325 2.45717 -0.07270 0.102
H -2.63873 1.22077 1.50515 0.068
H -1.35477 1.72929 0.40108 0.057
H -2.38594 0.38174 -0.05769 0.068
```

HOMO level (alpha / beta) = -8.1 / -8.0 eV
Gap between HOMO and LUMO (alpha / beta) = 7.51 / 7.38 eV
Total charge = 0

***

Entry 5:
C3H6FeO3 | ωB97M-V with the def2-TZVPD basis set

The geometry in XYZ format:
```
13
Properties=species:S:1:pos:R:3:lowdin_charge:R:1
C -1.44660 -0.47151 -0.96095 -0.011
O -0.27140 -0.40147 -0.15681 -0.329
C 0.48574 0.78557 -0.25483 -0.132
C 1.81150 0.46827 0.31990 -0.098
O 1.95332 -0.54032 1.01723 0.013
H -1.94664 -1.40262 -0.67706 0.112
H -2.11080 0.38398 -0.78333 0.118
H -1.13202 -0.46370 -2.01301 0.116
H -0.07326 1.56856 0.48226 0.225
H 2.67821 1.04634 -0.03792 0.167
Fe 0.17398 -1.42268 1.51826 1.014
O -0.73402 -0.65916 2.84749 -0.356
H 0.61199 1.10873 -1.30121 0.160
```

2S+1 = 6
HOMO level (alpha / beta) = -14.8 / -14.2 eV
Expectation value of S² = 8.781
Gap between HOMO and LUMO (alpha / beta) = 9.83 / 8.58 eV
Total charge = +1

***

Entry 6:
C18H22BCrF4N4SSeTe | ωB97M-V with the def2-TZVPD basis set

The geometry in XYZ format:
```
53
Properties=species:S:1:pos:R:3:lowdin_charge:R:1
Cr 0.26362 -0.21309 -0.76802 0.133
C 3.61666 -2.02005 -0.70532 -0.355
Te 2.78612 -0.28059 0.21938 1.445
C 4.23221 0.74875 -0.98048 -0.376
C 5.34100 -0.26089 -1.14631 -0.300
C 6.64262 0.13501 -1.43325 -0.035
C 7.63735 -0.81615 -1.60214 -0.070
C 7.33740 -2.16651 -1.47916 -0.067
C 6.04148 -2.56689 -1.18161 -0.028
C 5.03951 -1.61686 -1.01520 -0.288
H 3.03818 -2.23251 -1.60002 0.074
H 3.53876 -2.86934 -0.03445 0.069
H 4.56126 1.65426 -0.47862 0.065
H 3.77134 1.01937 -1.92813 0.067
H 6.88136 1.18984 -1.52122 0.118
H 8.65158 -0.50241 -1.81970 0.109
H 8.11613 -2.90987 -1.60005 0.109
H 5.80406 -3.61978 -1.07328 0.121
C -2.86949 3.06389 -2.02784 -0.006
N -2.54674 2.95006 -0.60786 -0.064
C -1.36126 2.62056 -0.09563 -0.715
Se 0.23193 2.25630 -1.01461 0.696
N -1.49448 2.56300 1.23791 0.136
C -2.81031 2.84475 1.60829 -0.167
C -3.44579 2.90958 2.83862 0.002
C -4.79596 3.21158 2.82167 -0.062
C -5.48173 3.44116 1.62054 -0.059
C -4.83847 3.38083 0.39819 0.012
C -3.48521 3.07724 0.42284 -0.152
H -1.94897 3.09600 -2.59716 0.063
H -3.43067 3.98023 -2.19449 0.104
H -3.45967 2.20457 -2.34097 0.092
H -0.70354 2.46030 1.84977 0.163
H -2.91438 2.74016 3.76747 0.120
H -5.33401 3.27683 3.75868 0.113
H -6.53890 3.67258 1.65230 0.114
H -5.36727 3.56068 -0.52991 0.121
F -0.96548 -3.57771 0.00449 0.158
B 0.30959 -3.04205 -0.07382 -1.208
F 0.49337 -2.03164 0.94822 -0.018
F 0.41121 -2.20674 -1.29866 -0.054
F 1.31921 -3.95939 -0.06527 0.193
C -2.79853 -2.83625 2.20561 -0.036
N -2.40743 -1.73391 1.33757 -0.022
C -2.80731 -1.60935 0.08890 -0.797
N -3.77652 -2.41748 -0.33961 0.147
S -2.21266 -0.39038 -0.98697 0.706
H -2.36498 -2.67368 3.18684 0.100
H -2.42891 -3.78667 1.81545 0.095
H -3.88343 -2.87117 2.31263 0.096
H -1.62772 -1.17089 1.60881 0.116
H -3.99322 -3.26377 0.16048 0.110
H -3.97288 -2.41154 -1.32492 0.110
```

2S+1 = 5
HOMO level (alpha / beta) = -11.2 / -11.2 eV
Expectation value of S² = 6.037
Gap between HOMO and LUMO (alpha / beta) = 8.30 / 8.72 eV
Total charge = +1

***

Entry 7:
C6H12OSi | ωB97M-V with the def2-TZVPD basis set

The geometry in XYZ format:
```
20
Properties=species:S:1:pos:R:3:lowdin_charge:R:1
C 0.24117 -2.23380 -0.28744 -0.100
C -1.85080 2.22142 -0.33062 -0.009
C -0.10681 -0.85661 -0.60980 -0.181
C -1.07505 1.24344 -0.77753 -0.158
C -1.40188 -0.04875 1.48572 0.001
C -0.79794 0.05518 0.05861 -0.261
O 2.35268 1.05498 0.77845 -0.445
Si 3.37233 0.38221 -0.13171 0.638
H -0.01778 -2.66297 0.77098 0.113
H 1.33837 -2.62263 -0.45836 0.095
H -2.08774 3.22529 -0.86143 0.079
H -2.46059 2.18265 0.63543 0.071
H 0.13337 -0.43753 -1.49078 0.055
H -0.65756 1.44015 -1.67630 0.065
H -1.00286 0.78380 1.97157 0.071
H -0.92678 -0.83463 1.84981 0.016
H -2.42068 -0.03633 1.32515 0.064
H -0.24478 -2.81088 -0.98258 0.030
H 4.74192 0.41262 0.12224 -0.108
H 2.87139 -0.45760 -1.39140 -0.035
```

HOMO level = -8.2 eV
Gap between HOMO and LUMO = 7.74 eV
Structure (SMILES) = C=C/C(C)=C/C.O=[SiH2]
Total charge = 0

***

Entry 8:
C2H9NP2 | ωB97M-V with the def2-TZVPD basis set

The geometry in XYZ format:
```
14
Properties=species:S:1:pos:R:3:lowdin_charge:R:1
C -0.63783 -1.61588 0.75015 -0.240
C -0.28096 2.05139 -2.17519 -0.355
N 0.77342 -1.94795 1.01944 -0.466
P 0.41637 1.44384 -0.68985 0.668
P 1.63675 -0.72887 1.74614 0.674
H -0.65788 -0.95980 -0.10414 -0.008
H -1.09640 -2.40988 0.28820 0.035
H -1.23374 -1.14023 1.58828 0.094
H 0.36072 1.89209 -3.08196 0.009
H -1.26349 2.21396 -2.23082 -0.071
H 1.04985 -2.64554 0.35164 0.061
H -0.78987 1.74029 0.09142 -0.064
H 1.04283 2.56342 -0.17064 -0.122
H 0.68024 -0.45682 2.61734 -0.215
```

HOMO level (alpha / beta) = -8.2 / -6.8 eV
Gap between HOMO and LUMO (alpha / beta) = 8.17 / 6.53 eV
Total charge = 0

***

Entry 9:
C6H2N4OS2 | ωB97M-V with the def2-TZVPD basis set

The geometry in XYZ format:
```
15
Properties=species:S:1:pos:R:3:lowdin_charge:R:1
C -2.38437 -0.98003 3.18518 -0.186
C 0.46936 -0.14406 2.54897 -0.166
C -1.81135 -1.04934 1.84377 -0.304
C -0.50480 -0.50582 1.55073 -0.219
C -2.27609 -1.76151 0.77531 -0.344
C -0.34183 -0.50159 0.16538 -0.555
N -2.87738 -0.94496 4.22845 0.181
N 1.27117 0.20383 3.30597 0.166
N -4.24823 -2.34363 0.07554 -0.235
N 0.75194 -0.02067 -0.55633 0.097
O -6.37311 -1.92572 0.94369 -0.482
S -1.50974 -1.35676 -0.75228 1.077
S -5.01573 -1.83873 1.32210 0.807
H 1.47226 0.47740 -0.10584 0.093
H 0.65051 -0.06438 -1.53447 0.071
```

HOMO level = -9.3 eV
Gap between HOMO and LUMO = 7.70 eV
Total charge = 0

***

Entry 10:
C13H17N3O5 | ωB97M-V with the def2-TZVPD basis set

The geometry in XYZ format:
```
38
Properties=species:S:1:pos:R:3:lowdin_charge:R:1
C 3.40246 0.40531 -0.79134 -0.289
C 2.00235 0.40223 -0.01609 -0.407
C 4.56574 -0.34007 0.01931 -0.083
C 4.22959 -1.82022 0.16659 -0.353
C -0.28787 0.67829 -0.42706 -0.291
C -0.17109 2.05488 0.07496 -0.431
C -0.92310 -0.32295 0.36812 -0.117
C -2.44077 -0.38511 0.10030 -0.242
C -3.25898 -0.33370 1.20844 -0.100
C -2.90473 -0.73129 -1.20788 -0.034
C -4.54063 -0.66031 1.09466 -0.038
C -4.28896 -0.98065 -1.47571 0.017
C -5.11938 -0.72422 -0.27773 -0.238
H 2.82286 2.36837 -0.98697 0.084
H 4.18870 2.17987 0.08412 0.145
H 3.29439 -0.18740 -1.72950 0.148
H 5.49180 -0.26599 -0.34751 0.062
H 4.75310 0.14942 1.05381 0.155
H 2.30130 -1.35613 1.21566 0.175
H 3.05054 -3.05332 1.36570 0.089
H 1.33756 0.49515 -1.89612 0.137
H -0.94218 0.75478 -1.27526 0.149
H -0.94794 -0.07933 1.42878 0.107
H -0.50028 -1.36322 0.13016 0.171
H -2.75338 0.10165 2.17743 0.162
H -2.03714 -0.91845 -1.95680 0.141
H -5.31218 -0.80028 1.94370 0.134
H -4.84300 -1.55024 -2.18701 0.097
H -7.13259 -0.78476 0.57688 0.204
H -0.95014 3.44128 1.19367 0.164
N 3.75068 1.82501 -0.88350 0.024
N 3.25713 -2.08010 1.15218 0.106
N 1.01299 0.42434 -0.97027 0.127
O 1.79219 0.46084 1.22599 0.032
O 5.05369 -2.87505 -0.33226 -0.141
O 0.75756 2.83196 -0.18982 0.073
O -6.51492 -0.85266 -0.33310 -0.066
O -1.03287 2.46375 1.01683 0.126
```

HOMO level = -8.6 eV
Gap between HOMO and LUMO = 8.91 eV
Structure (SMILES) = NC(=O)C[C@H](N)C(=O)N[C@@H](Cc1ccc(O)cc1)C(=O)O
Total charge = 0

***

Entry 11:
C6H24FN12O6Zn | ωB97M-V with the def2-TZVPD basis set

The geometry in XYZ format:
```
50
Properties=species:S:1:pos:R:3:lowdin_charge:R:1
Zn 0.72939 0.15774 0.13434 0.632
F 1.92741 -1.08214 0.91856 -0.442
C -2.23147 -1.29857 1.21663 -0.652
O -1.14004 -0.76329 0.88638 -0.020
N -3.25757 -0.71336 1.83892 0.194
N -2.50099 -2.54381 0.91846 0.183
H -4.12200 -1.23472 1.80696 0.129
H -3.04439 0.20548 2.20002 0.099
H -3.08071 -3.07286 1.55419 0.129
H -1.70334 -3.02331 0.52614 0.083
C -0.46793 1.69729 2.63685 -0.723
O 0.31995 1.03996 1.95547 0.003
N -1.27699 1.09689 3.41336 0.190
N -0.41879 2.96738 2.87215 0.212
H -1.50783 1.64068 4.23257 0.137
H -1.18445 0.09115 3.41814 0.133
H 0.41526 3.44280 2.55839 0.141
H -0.97425 3.27598 3.65722 0.129
C 0.39257 -4.31305 0.87946 -0.651
O -0.14816 -5.37461 0.87574 0.406
N 0.76813 -3.70863 1.95144 0.311
N 0.59029 -3.48818 -0.09794 0.227
H 1.06658 -2.75322 1.81644 0.115
H 0.59466 -3.99641 2.90391 0.172
H 1.15289 -2.66400 0.05799 0.075
H 0.46372 -3.80481 -1.04864 0.151
C 2.61597 2.38977 -0.76295 -0.714
O 1.63927 1.70670 -0.52487 0.020
N 2.99626 2.78794 -1.89551 0.202
N 3.52316 2.77378 0.08148 0.201
H 3.88173 3.20991 -2.13631 0.143
H 2.49006 2.48619 -2.71575 0.141
H 4.12176 3.48986 -0.30450 0.125
H 3.54830 2.65792 1.08450 0.138
C -1.80589 1.85936 -1.35081 -0.762
O -0.92567 1.21751 -0.89811 0.061
N -2.89399 1.56860 -2.00283 0.193
N -1.74829 3.14822 -1.29754 0.176
H -3.21864 0.62007 -1.88042 0.131
H -3.51874 2.36052 -2.05431 0.119
H -2.52599 3.60674 -1.75036 0.112
H -1.35889 3.64093 -0.50652 0.131
C 1.33191 -1.10395 -2.70948 -0.673
O 0.86255 -0.60990 -1.69902 0.021
N 1.03046 -0.82434 -3.99154 0.195
N 2.17862 -2.07625 -2.72447 0.181
H 0.33035 -0.13047 -4.21168 0.128
H 1.48578 -1.40631 -4.68010 0.122
H 2.44894 -2.30382 -1.77830 0.115
H 2.14904 -2.84934 -3.37375 0.136
```

2S+1 = 2
HOMO level (alpha / beta) = -15.0 / -15.0 eV
Expectation value of S² = 0.759
Gap between HOMO and LUMO (alpha / beta) = 10.29 / 4.11 eV
Total charge = +2

***

Entry 12:
C3H3CuO2 | ωB97M-V with the def2-TZVPD basis set

The geometry in XYZ format:
```
9
Properties=species:S:1:pos:R:3:lowdin_charge:R:1
C 0.47692 -1.76235 0.55223 -0.132
C -0.53675 -0.91207 0.54515 -0.341
O -0.25993 0.52306 0.84883 -0.371
C -0.83689 1.48096 0.14861 -0.116
Cu 1.97308 -0.01640 0.25003 0.408
H 0.11870 -2.77530 0.30287 -0.026
H -1.60139 -0.99567 0.28087 0.079
O 0.48818 1.84435 -1.22275 -0.421
H 0.17809 2.61342 -1.70585 -0.079
```

2S+1 = 2
HOMO level (alpha / beta) = -1.5 / -3.3 eV
Expectation value of S² = 0.755
Gap between HOMO and LUMO (alpha / beta) = 4.52 / 6.29 eV
Total charge = -1

***

Calculated energy relative to the best compared isomer or geometry (same formula, charge and spin) in order - 8.40, 0.00, 24.47, 144.60, 21.79, 3.21, 102.64, 74.31, 57.40, 156.62, 13.60, 102.76 kcal/mol